<a>
Formula: C9H14
Source: the Open Molecules 2025 dataset
Level of theory: ωB97M-V/def2-TZVPD

For the LUMO energy, the calculation gives 1.011 eV. Its SMILES is Cc1ccccc1.CC. As for the HOMO-LUMO gap: 9.9 eV. The highest occupied orbital energy is -8.91 eV. Its charge is 0.

Atoms and positions in Å:
C 0.36 1.89 1.02
C 1.23 0.87 0.34
C 0.78 -0.04 -0.58
C 1.70 -0.90 -1.16
C 3.06 -0.74 -0.99
C 3.54 0.30 -0.16
C 2.62 1.07 0.55
H 0.72 2.08 2.03
H -0.73 1.87 1.04
H 0.51 2.86 0.52
H -0.24 -0.11 -0.93
H 1.37 -1.67 -1.85
H 3.78 -1.51 -1.24
H 4.60 0.49 -0.11
H 3.04 1.79 1.24
C -3.42 -1.03 -0.72
C -3.14 -1.04 0.74
H -4.02 -0.14 -1.00
H -2.68 -0.99 -1.50
H -4.01 -1.94 -0.89
H -2.41 -1.76 1.14
H -3.96 -1.26 1.43
H -2.67 -0.09 1.06

<b>
Formula: C9H14
Source: the Open Molecules 2025 dataset
Level of theory: ωB97M-V/def2-TZVPD

For the LUMO energy, the calculation gives 1.013 eV. Its SMILES is Cc1ccccc1.CC. As for the HOMO-LUMO gap: 10.0 eV. The highest occupied orbital energy is -9.02 eV. Its charge is 0.

Atoms and positions in Å:
C 0.06 -0.24 -2.39
C 0.36 0.87 -1.44
C 1.67 1.29 -1.19
C 1.90 2.23 -0.20
C 0.86 2.82 0.50
C -0.44 2.38 0.28
C -0.67 1.38 -0.65
H 0.90 -0.53 -3.02
H -0.77 -0.01 -3.06
H -0.26 -1.13 -1.84
H 2.44 0.92 -1.85
H 2.90 2.60 -0.04
H 1.11 3.54 1.27
H -1.35 2.77 0.75
H -1.69 1.05 -0.79
C -0.26 -2.56 2.16
C -1.45 -2.39 1.25
H -0.17 -3.59 2.46
H 0.70 -2.42 1.64
H -0.32 -1.93 3.04
H -1.51 -3.13 0.44
H -2.39 -2.53 1.81
H -1.62 -1.39 0.86

<c>
Formula: C9H14
Source: the Open Molecules 2025 dataset
Level of theory: ωB97M-V/def2-TZVPD

For the LUMO energy, the calculation gives 0.998 eV. Its SMILES is Cc1ccccc1.CC. As for the HOMO-LUMO gap: 10.0 eV. The highest occupied orbital energy is -8.97 eV. Its charge is 0.

Atoms and positions in Å:
C -1.66 -2.66 0.26
C -1.62 -1.21 0.54
C -0.53 -0.61 1.19
C -0.50 0.75 1.43
C -1.55 1.54 0.98
C -2.65 1.00 0.36
C -2.63 -0.37 0.08
H -1.97 -2.95 -0.75
H -2.41 -3.15 0.90
H -0.71 -3.14 0.50
H 0.30 -1.25 1.48
H 0.29 1.13 2.06
H -1.44 2.62 1.03
H -3.55 1.53 0.11
H -3.42 -0.84 -0.49
C 2.43 1.32 -1.57
C 3.55 0.59 -0.82
H 1.71 0.62 -1.98
H 1.93 2.08 -0.97
H 2.88 1.84 -2.42
H 3.20 -0.38 -0.47
H 3.96 1.13 0.03
H 4.40 0.40 -1.48

<d>
Formula: C9H14
Source: the Open Molecules 2025 dataset
Level of theory: ωB97M-V/def2-TZVPD

For the LUMO energy, the calculation gives 1.039 eV. Its SMILES is Cc1ccccc1.CC. As for the HOMO-LUMO gap: 10.1 eV. The highest occupied orbital energy is -9.08 eV. Its charge is 0.

Atoms and positions in Å:
C 0.20 2.12 1.92
C 0.22 1.92 0.43
C -0.73 2.55 -0.36
C -0.71 2.37 -1.74
C 0.20 1.52 -2.34
C 1.13 0.85 -1.55
C 1.07 0.99 -0.17
H 0.58 3.09 2.20
H 0.80 1.36 2.43
H -0.80 1.96 2.31
H -1.49 3.23 0.00
H -1.45 2.88 -2.34
H 0.18 1.43 -3.43
H 1.82 0.13 -1.99
H 1.82 0.48 0.43
C -0.68 -4.02 0.66
C -0.01 -2.66 0.44
H 0.06 -4.77 0.95
H -1.53 -4.05 1.34
H -1.05 -4.42 -0.30
H -0.02 -2.39 -0.62
H 1.00 -2.71 0.83
H -0.61 -1.87 0.88

Tell me which of them is the least stable. Sure, it is <a>.

<a>
Formula: BH3S
Source: the Open Molecules 2025 dataset
Level of theory: ωB97M-V/def2-TZVPD

For the LUMO energy, the calculation gives 0.459 eV. Its SMILES is BS. As for the HOMO-LUMO gap: 11.1 eV. The highest occupied orbital energy is -10.60 eV. Its charge is 0.

Atoms and positions in Å:
B -0.35 -0.16 -0.32
S 1.42 -0.14 -0.59
H -0.70 0.23 0.83
H -1.04 -0.31 -1.24
H 1.70 0.38 0.51

<b>
Formula: BH3S
Source: the Open Molecules 2025 dataset
Level of theory: ωB97M-V/def2-TZVPD

For the LUMO energy, the calculation gives 0.393 eV. As for the HOMO-LUMO gap: 11.0 eV. The highest occupied orbital energy is -10.60 eV. Its charge is 0.

Atoms and positions in Å:
B 0.07 -0.06 -0.53
S 0.11 -0.24 1.23
H -0.36 0.69 -1.16
H 0.57 -1.33 -1.42
H -0.38 0.94 1.89

Tell me which of them is the least stable. Sure, it is <b>.